# 1
Computed, not measured: 2 unconnected molecules or ions with the total composition C2H4Cl2Si at a distorted geometry, with the ωB97M-V functional and the def2-TZVPD basis.

Each line ends with the Löwdin charge.
Geometry (Å):
H1 -1.451123 2.116254 0.445724  -0.07
H2 -1.438209 -1.261578 -1.339887  0.09
C1 -0.373359 -1.211309 -0.991220  -0.62
H3 1.112829 1.988904 0.323465  -0.04
Cl1 0.488592 -2.639630 -1.604247  0.57
Cl2 2.452961 -0.837493 0.451086  0.03
Si1 -0.191842 1.246004 0.746337  0.55
C2 0.127954 -0.300068 -0.202949  -0.46
H4 -0.727803 0.898918 2.171691  -0.05

Force components x, y, z for each atom (eV/Å):
1.0 -0.8 -0.6
1.1 0.6 0.5
0.1 -1.7 -0.8
-1.2 -0.4 1.0
-0.6 1.1 0.4
-3.0 0.8 -0.8
-0.3 1.6 0.9
1.7 -1.2 0.3
1.3 0.1 -1.0

Results
HOMO-LUMO gap = 8.384 eV
Calculated total energy = -35057.61261 eV
LUMO = -0.07692 Ha
HOMO = -10.477 eV

# 2
Computed, not measured: a single C6H17N2 molecule at a distorted geometry, with the ωB97M-V functional and the def2-TZVPD basis.

Each line ends with the Löwdin charge.
Geometry (Å):
H1 -2.856220 2.136697 0.442878  0.08
C1 -1.984205 2.386874 1.063807  -0.13
H2 -0.591239 2.476725 -0.394171  0.09
H3 -2.222996 1.723607 1.899534  0.07
N1 1.285035 0.175562 1.251961  0.09
H4 0.766379 -0.415435 1.937385  0.04
H5 2.000846 -1.380645 -0.816296  0.11
N2 -0.757304 1.929825 0.412680  -0.13
H6 1.235205 0.840537 -0.734322  0.12
H7 2.262716 -0.215973 1.238685  0.03
H8 1.037668 -0.540193 -2.759448  0.08
H9 -0.549395 -1.115156 -2.291627  0.07
H10 -1.320911 0.253784 -0.880250  0.11
H11 -1.313285 -0.047046 0.753266  0.11
H12 1.414733 1.163533 1.534848  0.05
C2 0.925714 -1.312462 -0.691843  -0.42
H13 0.092141 -2.249713 1.116741  0.04
H14 0.796005 -3.367685 -0.065745  0.08
C3 0.247882 -2.433355 0.052585  -0.10
C4 -0.774050 0.531349 0.000691  -0.22
C5 0.518648 -1.314374 -2.194605  -0.07
H15 0.737892 -2.302831 -2.588771  0.08
H16 -1.814136 3.425414 1.315144  0.08
H17 -0.751048 -2.671128 -0.328137  0.08
C6 0.689613 0.103471 -0.150024  -0.34

Force components x, y, z for each atom (eV/Å):
-0.1 1.0 -0.3
0.0 -1.5 -0.7
0.3 0.8 -0.8
0.6 0.5 0.6
0.9 -0.1 -1.1
-0.2 0.3 0.4
0.4 -0.5 0.9
-0.5 -0.9 0.6
0.0 0.0 -0.1
0.1 0.0 0.1
0.2 -0.1 0.0
-0.1 -0.2 -0.2
-0.4 0.5 -1.0
0.5 -0.1 0.4
-0.4 0.0 0.4
-0.2 1.4 -2.0
0.3 0.0 0.1
0.2 0.0 0.2
-0.3 -0.6 0.2
0.6 0.0 0.7
-0.5 0.0 0.7
0.0 0.0 -0.3
-0.7 0.1 0.2
0.0 0.4 -0.2
-0.6 -1.0 1.3

Results
Spin multiplicity = 2
<S²> = 0.750
HOMO-LUMO gap (spin up / spin down) = 3.981 / 10.203 eV
Calculated total energy = -9474.33218 eV
LUMO (spin up / spin down) = 0.03017 / 0.02572 Ha
HOMO (spin up / spin down) = -3.160 / -9.503 eV

# 3
Computed, not measured: a gas-phase ion, C8H12ClN3 (charge +2) at a distorted geometry, with the ωB97M-V functional and the def2-TZVPD basis.

Each line ends with the Löwdin charge.
Geometry (Å):
H1 0.503677 -0.123522 2.472542  0.11
N1 2.108265 0.775890 -0.010924  0.23
C1 -1.089645 2.362040 -0.321083  0.03
Cl1 -2.753673 -0.989623 0.067170  0.76
H2 -1.390451 -0.481647 -1.618645  0.16
C2 2.278307 -0.548820 0.111423  0.13
H3 -1.037999 -0.539853 2.086210  0.11
C3 -0.243077 0.160743 1.801755  0.04
H4 -0.626335 1.144210 1.847648  0.09
H5 0.763953 -1.617358 -1.982076  0.04
H6 -1.407030 3.325123 -0.372133  0.17
H7 3.147389 -1.116550 0.235081  0.15
C4 -0.084385 -0.164516 0.307290  -0.35
N2 -1.856800 1.330041 -0.524798  0.13
C5 0.817097 -2.172738 -1.159667  -0.01
H8 0.864206 3.037660 0.064754  0.25
N3 0.200527 2.227458 -0.109676  0.21
H9 -0.152389 -2.811777 -1.263741  0.15
C6 0.772926 0.996043 -0.069858  -0.16
H10 -2.776137 1.585973 -0.768224  0.17
H11 1.489106 -2.985333 -1.332479  0.10
C7 -1.363574 -0.028330 -0.553951  -0.53
C8 1.006414 -1.296678 0.085919  -0.21
H12 0.829622 -2.068441 1.007472  0.24

Force components x, y, z for each atom (eV/Å):
1.9 0.2 0.6
0.0 -0.2 -0.2
-0.3 -2.6 -0.4
0.3 -0.1 0.4
1.0 1.3 1.5
-3.4 1.3 -0.2
-0.3 0.3 0.2
-2.9 -1.7 -0.9
-0.2 0.9 1.0
0.3 2.5 -3.6
-1.6 2.7 -0.1
1.9 0.0 0.0
2.0 0.4 -2.1
2.3 1.9 0.1
-2.3 -3.1 1.8
-1.2 -0.8 -0.5
4.2 0.5 0.2
1.1 1.4 1.2
1.1 -0.8 1.2
-1.7 -0.4 -0.4
1.2 -0.1 0.3
-1.7 -2.9 -0.6
-2.8 -2.6 2.3
1.1 1.8 -1.8

Results
HOMO-LUMO gap = 8.236 eV
Calculated total energy = -25463.43177 eV
LUMO = -0.39119 Ha
SMILES = C[C@H]1C=NC2=[NH+]C=[NH+][C@H](Cl)[C@]21C
Charge = +2
HOMO = -18.881 eV

# 4
Computed, not measured: a single C7H12Si molecule at a distorted geometry, with the ωB97M-V functional and the def2-TZVPD basis.

Each line ends with the Löwdin charge.
Geometry (Å):
C1 -1.918856 0.102725 -0.902826  -0.10
H1 0.545153 -1.518645 0.807422  0.11
H2 -0.750373 0.455418 2.266190  0.11
C2 -1.030504 0.032189 1.323462  -0.13
H3 3.094154 -1.390076 -0.233121  -0.11
C3 -1.310089 1.068183 0.282053  -0.29
C4 0.092604 1.537526 -0.148399  -0.03
H4 -1.462975 -1.901282 -0.542662  0.11
H5 -1.770075 -0.770557 1.521429  0.13
C5 0.994960 0.481862 0.117749  -0.34
C6 0.070336 -0.627445 0.439127  -0.37
H6 -2.875260 -0.217472 -0.477885  0.10
H7 -1.934877 0.523077 -1.866945  0.08
H8 3.784604 0.552109 -1.243703  -0.06
C7 -0.819102 -1.033639 -0.784347  -0.14
H9 -2.043407 1.968045 0.502171  0.16
H10 -0.260057 -1.334541 -1.641735  0.09
Si1 2.854069 0.006442 -0.056485  0.67
H11 3.217093 0.394710 1.353276  -0.07
H12 0.329809 2.575650 -0.325587  0.09

Force components x, y, z for each atom (eV/Å):
2.5 0.1 2.6
0.2 -0.4 0.6
0.7 0.2 0.5
0.4 -1.5 -0.1
-0.3 -1.1 0.0
-2.2 2.3 -2.1
1.8 -2.1 2.0
0.9 -0.1 0.2
-0.2 0.9 -0.2
-1.5 2.2 -2.5
-1.0 -1.3 0.7
0.1 -0.1 -0.7
-0.4 0.8 -1.0
-1.2 -0.1 1.4
-2.1 -0.3 0.9
1.5 -1.9 -0.2
0.4 0.4 -0.8
-0.1 2.1 -0.2
0.6 -0.1 -0.6
0.0 0.0 -0.5

Results
HOMO-LUMO gap = 9.741 eV
Calculated total energy = -15328.57414 eV
LUMO = 0.03437 Ha
SMILES = [SiH3]C1=C[C@H]2CC[C@@H]1C2
HOMO = -8.806 eV

# 5
Computed, not measured: 2 unconnected molecules or ions with the total composition C3H11NO2S2 at a distorted geometry, with the ωB97M-V functional and the def2-TZVPD basis.

Each line ends with the Löwdin charge.
Geometry (Å):
C1 -0.211669 -0.603869 2.141324  -0.25
H1 -0.936940 1.915423 1.213580  0.08
S1 -0.058280 2.180276 -1.042702  0.42
S2 -1.491200 1.874812 -2.434002  0.34
H2 -1.177861 -0.920732 1.822126  0.10
H3 0.781654 -0.189549 -2.241733  -0.06
C2 -0.765278 1.224985 0.357015  -0.50
C3 0.278785 0.127085 0.832242  -0.37
H4 -0.676367 1.023408 -3.130742  -0.19
H5 -0.334893 0.087984 2.950706  0.11
H6 -1.685300 0.809825 0.054486  0.03
N1 0.522597 -0.908052 -0.254046  0.03
H7 1.222804 -1.522461 0.129800  0.07
H8 1.820696 0.179050 -3.383262  0.05
H9 -0.201037 -1.542429 -0.559263  0.09
O1 1.054397 -0.357229 -3.140656  -0.11
H10 1.211716 0.631263 1.029181  0.12
H11 0.039432 -2.321655 3.119812  0.15
O2 0.606744 -1.688133 2.536136  -0.09

Force components x, y, z for each atom (eV/Å):
0.2 0.8 -1.3
0.0 -0.4 -0.6
-0.2 0.2 1.0
0.4 -0.4 -1.0
-1.1 -0.7 0.1
0.5 0.1 1.1
2.5 0.0 1.6
-1.5 -1.5 -0.5
-0.7 0.1 -0.1
0.0 0.6 0.5
-1.0 -0.6 -0.4
0.8 1.4 0.8
0.4 -0.1 -0.1
-0.3 -0.1 0.5
-0.8 0.4 0.5
0.0 -0.2 -1.5
0.5 0.0 -0.2
1.6 1.8 -1.7
-1.3 -1.6 1.2

Results
HOMO-LUMO gap = 9.338 eV
Calculated total energy = -30544.41825 eV
LUMO = 0.02079 Ha
SMILES = N[C@H](CO)CSS.O
HOMO = -8.773 eV

# 6
Computed, not measured: a molecular structure, C15H11N3NaOSi at a distorted geometry, with the ωB97M-V functional and the def2-TZVPD basis.

Each line ends with the Löwdin charge.
Geometry (Å):
C1 -1.139091 -1.007694 1.224451  -0.13
H1 -3.094393 1.490016 0.167161  0.08
H2 -3.983851 -1.685260 2.884309  0.09
H3 -0.073346 -1.323674 1.233013  0.09
C2 1.873317 -2.400329 -6.780472  -0.21
C3 2.334613 1.057724 2.719841  -0.09
H4 3.024229 0.357324 3.121730  0.07
C4 0.555138 2.837133 1.573308  -0.13
H5 -4.673636 0.334359 1.666932  0.08
H6 1.949029 -0.215790 0.983562  0.08
H7 0.683988 3.894092 3.423834  0.08
H8 2.358065 2.434764 4.396276  0.09
C5 -3.720707 -0.092408 1.458784  -0.11
N1 2.339517 -0.796070 -5.061586  -0.01
O1 2.526990 -0.787362 -3.770004  -0.17
C6 -2.838426 0.544302 0.607368  -0.16
C7 0.804962 1.605119 0.999535  -0.39
C8 1.030452 3.067564 2.850016  -0.12
C9 0.876036 -2.553934 -4.531789  -0.24
H9 -0.051456 3.567396 1.057361  0.08
C10 -2.049828 -1.777435 1.943153  -0.11
C11 -3.339060 -1.263701 2.113318  -0.12
C12 -1.603515 0.043255 0.419610  -0.40
Si1 -0.213670 0.991743 -0.502767  0.61
H10 0.473275 -0.331754 -1.054799  -0.08
Na1 0.030822 -0.612354 -3.453808  0.36
C13 1.905068 2.180287 3.442537  -0.12
C14 1.765901 0.730323 1.459612  -0.13
N2 0.154844 -2.902000 -3.660170  0.15
H11 -1.727747 -2.738986 2.384001  0.10
N3 1.997241 -2.639072 -7.909788  0.12
C15 1.825238 -2.007580 -5.404528  -0.35

Force components x, y, z for each atom (eV/Å):
-0.3 -1.5 -0.5
-0.3 0.2 -0.4
-0.1 -0.2 -0.5
-0.9 0.3 -0.3
0.0 0.3 -0.9
-0.7 -0.1 -0.9
0.7 -0.3 0.6
-0.1 -0.2 0.7
-0.7 0.3 0.1
0.2 -0.1 -0.1
-0.1 0.8 0.2
-0.2 -0.3 0.0
0.3 -0.7 0.7
1.6 -1.5 3.0
-1.0 1.4 -2.2
-1.5 0.2 0.2
-0.2 -1.0 -2.6
0.0 0.0 -0.2
-0.9 -2.3 2.7
-0.3 -0.1 0.0
0.3 0.1 0.3
-0.1 0.1 0.2
3.4 0.2 0.7
-0.6 0.3 -1.9
0.2 0.5 0.6
0.0 1.1 1.1
1.0 -0.7 -0.5
0.2 1.2 2.9
1.4 0.7 -2.5
-0.3 0.8 0.1
-0.2 0.0 1.0
-0.8 0.6 -1.8

Results
HOMO-LUMO gap = 5.221 eV
Calculated total energy = -34542.80751 eV
LUMO = 0.07573 Ha
Charge = -1
HOMO = -3.161 eV

Q: Look up the calculated total energy of the first one.
A: -35057.61261 eV

Q: Look up the calculated total energy of the fifth one.
A: -30544.41825 eV

Q: What is the formula in the first record?
A: C2H4Cl2Si